[1]
{
  "formula": "C4H6NO2S",
  "method": "ωB97M-V/def2-TZVPD",
  "smiles": "O=CNC(=O)CC[S-]",
  "charge": -1,
  "max_force_ev_per_a": 5.0,
  "lumo_ev": 3.0,
  "gap_ha": 0.1933,
  "symbols": ["O", "C", "N", "C", "O", "C", "C", "S", "H", "H", "H", "H", "H", "H"],
  "coordinates": [[0.11262, -0.81708, -1.97168], [0.23652, -0.65034, -0.77160], [0.98761, -1.54672, 0.03841], [1.63042, -1.13961, 1.26469], [1.54514, 0.02497, 1.63060], [-0.43012, 0.51021, -0.00399], [-1.39270, 1.28833, -0.80540], [-2.24025, 2.40504, 0.40846], [1.14407, -2.50029, -0.27681], [2.17796, -1.82800, 1.84220], [-0.84800, 0.27852, 0.88561], [0.17285, 1.30004, 0.55804], [-1.03774, 1.98593, -1.59206], [-2.05838, 0.68900, -1.20647]]
}

***

[2]
{
  "formula": "H3O5P2",
  "method": "ωB97M-V/def2-TZVPD",
  "smiles": "O=[P@H]([O-])P(=O)(O)O",
  "charge": -1,
  "max_force_ev_per_a": 4.4,
  "lumo_ev": 3.8,
  "gap_ha": 0.3331,
  "symbols": ["O", "O", "O", "O", "O", "P", "P", "H", "H", "H"],
  "coordinates": [[1.99446, -0.67586, -1.51723], [1.71517, 0.29357, 0.81690], [-0.88149, -1.51002, 0.55912], [-1.16833, 1.02642, 0.83404], [-2.30991, -0.30329, -1.17340], [-1.04947, -0.21058, -0.29557], [1.20307, 0.16907, -0.54035], [-0.20517, -1.51568, 1.28078], [-0.18841, 1.21702, 0.94361], [0.89007, 1.50936, -0.90789]]
}

***

[3]
{
  "formula": "C32H60F5IrN6O4PS",
  "method": "ωB97M-V/def2-TZVPD",
  "charge": 2,
  "max_force_ev_per_a": 3.3,
  "lumo_ev": [-7.4, -7.4],
  "gap_ha": [0.1849, 0.1856],
  "multiplicity": 2,
  "s_squared": 0.84,
  "symbols": ["Ir", "N", "C", "C", "C", "C", "N", "C", "N", "N", "C", "O", "O", "H", "H", "H", "H", "H", "H", "H", "H", "H", "H", "H", "H", "H", "H", "O", "P", "C", "C", "C", "C", "C", "C", "C", "C", "C", "C", "C", "C", "C", "C", "C", "C", "C", "C", "H", "H", "H", "H", "H", "H", "H", "H", "H", "H", "H", "H", "H", "H", "H", "H", "H", "H", "H", "H", "H", "H", "H", "H", "H", "H", "H", "H", "H", "H", "H", "H", "H", "S", "C", "N", "C", "C", "N", "H", "H", "H", "H", "H", "H", "F", "C", "F", "C", "F", "F", "F", "C", "C", "C", "O", "H", "H", "H", "H", "H", "H", "H"],
  "coordinates": [[-0.52206, 1.11256, -0.49069], [-2.47229, 2.33623, -0.49351], [-3.54888, 1.74981, 0.31537], [-4.96115, 2.15040, -0.14274], [-5.39197, 1.81639, -1.58385], [-5.88003, 0.37387, -1.80658], [-4.79706, -0.59631, -1.93768], [-3.89785, -0.60977, -2.90953], [-4.11602, 0.04232, -4.05849], [-2.76974, -1.30243, -2.74586], [-3.35664, 0.22504, 0.38226], [-4.23604, -0.47820, 0.85767], [-2.26169, -0.23649, -0.10671], [-2.28745, 3.29632, -0.22217], [-2.76472, 2.35933, -1.46683], [-3.43414, 2.09727, 1.34658], [-5.04830, 3.23149, -0.01181], [-5.66493, 1.68514, 0.54775], [-4.59462, 2.04562, -2.29761], [-6.22816, 2.47309, -1.82691], [-6.51153, 0.33227, -2.69711], [-6.47642, 0.06531, -0.94999], [-4.59781, -1.13037, -1.09814], [-5.03180, 0.39305, -4.28180], [-3.45680, -0.03776, -4.81315], [-2.44962, -1.46341, -1.79529], [-2.06615, -1.30029, -3.46486], [0.48954, -0.10961, 1.13796], [0.17399, -1.24876, 2.08218], [-0.43930, -2.73278, 1.14177], [0.11844, -2.74113, -0.28309], [-0.54700, -3.84012, -1.12325], [-0.70427, -5.15745, -0.33904], [0.20333, -5.17573, 0.88652], [-0.22876, -4.08053, 1.86586], [1.76092, -1.62577, 2.97408], [2.72447, -2.30878, 2.00253], [3.99054, -2.76562, 2.74550], [4.42980, -1.75195, 3.81167], [3.92732, -0.35898, 3.45562], [2.39147, -0.32336, 3.50072], [-1.30217, -0.81181, 3.12797], [-1.45115, 0.69338, 3.36381], [-0.70208, 1.20945, 4.58749], [-1.05544, 0.38534, 5.82278], [-0.70661, -1.08369, 5.59798], [-1.46166, -1.65004, 4.39843], [-1.51311, -2.54230, 1.04703], [1.19569, -2.90535, -0.26852], [-0.06656, -1.76364, -0.73870], [0.06580, -4.00448, -2.01132], [-1.52907, -3.50517, -1.46402], [-0.46946, -6.00490, -0.98305], [-1.73908, -5.27992, -0.01127], [1.24049, -5.03481, 0.57415], [0.14654, -6.14483, 1.38211], [0.51550, -4.00537, 2.66081], [-1.16678, -4.38748, 2.33205], [1.53207, -2.31223, 3.79431], [2.97912, -1.59948, 1.21198], [2.27247, -3.18645, 1.54247], [4.78369, -2.91012, 2.00966], [3.80991, -3.73379, 3.21635], [5.51665, -1.75277, 3.89701], [4.02991, -2.03668, 4.78717], [4.28025, -0.08930, 2.45790], [4.31971, 0.37680, 4.15863], [2.04515, 0.51868, 2.89718], [2.07471, -0.15316, 4.52929], [-2.10708, -1.09771, 2.44059], [-2.51835, 0.89825, 3.49893], [-1.12383, 1.22809, 2.46404], [-0.96489, 2.25600, 4.75285], [0.37268, 1.16455, 4.40676], [-2.12467, 0.47875, 6.03206], [-0.51301, 0.76701, 6.68901], [-0.96264, -1.66391, 6.48542], [0.37111, -1.17852, 5.44390], [-2.52606, -1.68523, 4.64675], [-1.14512, -2.67936, 4.20837], [2.09162, 3.58850, -2.55008], [3.24303, 3.87373, -3.77148], [4.38207, 4.51545, -3.55053], [5.22321, 4.58426, -4.74428], [4.35476, 3.87482, -5.80295], [3.19016, 3.44532, -5.02774], [4.63105, 4.94584, -2.67503], [6.16842, 4.06942, -4.57032], [5.43285, 5.62098, -5.00569], [4.86137, 3.01501, -6.24067], [4.04815, 4.54411, -6.60675], [2.37324, 3.03934, -5.45112], [-0.86161, 2.19360, -3.16298], [-0.23416, 3.37897, -3.10643], [-0.64310, 3.93827, -1.97792], [-0.60773, 4.21728, -4.32894], [-0.72604, 3.41554, -5.39050], [0.34480, 5.10558, -4.61539], [-1.74571, 4.88555, -4.18487], [2.76344, -0.22999, -2.87359], [2.21132, 0.13096, -1.49355], [3.29536, 0.74116, -0.59157], [1.12092, 0.98982, -1.61407], [3.59283, -0.92685, -2.77773], [3.10867, 0.67285, -3.37792], [1.97860, -0.68639, -3.47475], [1.88936, -0.80078, -1.00363], [3.73038, 1.61676, -1.07070], [4.07738, 0.00824, -0.40045], [2.83609, 1.04887, 0.34597]]
}

***

[4]
{
  "formula": "C11H14N4O3",
  "method": "ωB97M-V/def2-TZVPD",
  "smiles": "OCCOCCOc1ccc(-c2nn[nH]n2)cc1",
  "charge": 0,
  "max_force_ev_per_a": 1.3,
  "lumo_ev": 0.8,
  "gap_ha": 0.3350,
  "symbols": ["O", "C", "C", "O", "C", "C", "O", "C", "C", "C", "C", "C", "C", "H", "H", "C", "N", "N", "N", "N", "H", "H", "H", "H", "H", "H", "H", "H", "H", "H", "H", "H"],
  "coordinates": [[3.09111, 5.42264, 2.80385], [2.12554, 5.01979, 3.74631], [1.89526, 3.50038, 3.79283], [1.07405, 3.01077, 2.76420], [1.64891, 3.07135, 1.47597], [0.75811, 2.29097, 0.51613], [1.07175, 0.92084, 0.64572], [0.34847, 0.00895, -0.04951], [-0.68093, 0.31275, -0.93818], [-1.34325, -0.70258, -1.60064], [-0.99354, -2.03293, -1.39229], [0.03758, -2.33771, -0.50166], [0.69812, -1.32966, 0.15922], [1.49645, -1.54506, 0.85149], [0.30300, -3.37130, -0.34400], [-1.68457, -3.09252, -2.08801], [-2.67792, -2.92559, -2.95880], [-2.95898, -4.16589, -3.30546], [-2.20228, -5.05510, -2.70193], [-1.40290, -4.41217, -1.94081], [-3.68397, -4.39794, -3.96830], [-2.14072, -0.47173, -2.29011], [-0.97159, 1.33518, -1.12080], [0.94089, 2.62640, -0.51357], [-0.28898, 2.47546, 0.78384], [1.73507, 4.11170, 1.13795], [2.64981, 2.61641, 1.48428], [2.86962, 2.98330, 3.78236], [1.37050, 3.24778, 4.71692], [1.19861, 5.51589, 3.45148], [2.40595, 5.36372, 4.75168], [3.93835, 5.02246, 3.03011]]
}

***

Repeat the first record exactly.
{
  "formula": "C4H6NO2S",
  "method": "ωB97M-V/def2-TZVPD",
  "smiles": "O=CNC(=O)CC[S-]",
  "charge": -1,
  "max_force_ev_per_a": 5.0,
  "lumo_ev": 3.0,
  "gap_ha": 0.1933,
  "symbols": ["O", "C", "N", "C", "O", "C", "C", "S", "H", "H", "H", "H", "H", "H"],
  "coordinates": [[0.11262, -0.81708, -1.97168], [0.23652, -0.65034, -0.77160], [0.98761, -1.54672, 0.03841], [1.63042, -1.13961, 1.26469], [1.54514, 0.02497, 1.63060], [-0.43012, 0.51021, -0.00399], [-1.39270, 1.28833, -0.80540], [-2.24025, 2.40504, 0.40846], [1.14407, -2.50029, -0.27681], [2.17796, -1.82800, 1.84220], [-0.84800, 0.27852, 0.88561], [0.17285, 1.30004, 0.55804], [-1.03774, 1.98593, -1.59206], [-2.05838, 0.68900, -1.20647]]
}